1.
140
Properties=species:S:1:pos:R:3:forces:R:3:lowdin_charge:R:1 method="wB97M-V/def2-TZVPD" homo_ev=-12.00 e_tot_ha=-8565.5815 homo_lumo_gap_ev=7.08 charge=+1
H 6.748 -0.728 -2.581 0.50 -1.81 0.35 0.1342
C 1.575 0.819 -1.108 0.65 1.51 -1.49 -0.4951
C 4.585 -5.193 1.808 1.48 0.36 -0.39 -0.2189
H -3.666 -0.656 3.193 -0.12 0.31 0.12 0.1406
F -6.391 8.255 2.484 -0.44 0.12 -0.27 0.1326
O 7.328 -2.296 -3.858 -1.55 -0.52 1.01 -0.2321
F -9.524 6.861 1.570 0.36 0.14 0.22 0.0978
H -6.333 5.034 3.386 -0.28 -0.02 -0.18 0.1435
H -0.076 -2.204 1.903 0.98 -1.69 0.44 0.1271
C 0.742 -3.008 1.926 0.49 -0.65 -1.01 -0.0771
O -5.743 -0.406 2.978 0.19 0.78 1.34 0.0347
C -8.356 3.723 2.124 -0.19 -0.73 -0.52 -0.2937
C 8.461 -3.586 -0.955 1.24 -0.36 -0.45 -0.1978
F -4.088 1.923 4.849 0.08 0.03 -0.23 0.0939
C 8.217 -2.066 -1.443 -0.92 0.20 0.39 -0.1582
H 7.130 -5.384 -3.780 -0.14 0.28 2.01 0.1188
H 9.082 -5.608 -1.725 -0.87 1.46 -0.69 0.1110
H 9.161 -1.537 -1.851 -1.46 -1.21 0.55 0.1276
F -8.321 8.278 0.445 0.42 -0.08 0.24 0.0956
H 5.340 -1.748 -4.482 1.16 -1.15 -0.31 0.0986
F -1.926 9.292 0.167 -0.01 -0.19 0.12 0.0925
C -4.048 1.407 2.514 -0.70 -0.28 -0.43 -0.4260
H 4.117 -2.205 -0.220 -1.05 -1.43 1.03 0.1355
H 4.164 -3.752 -2.420 -1.47 -0.86 -0.52 0.0827
H 0.639 -6.077 2.384 0.17 1.17 -0.11 0.1364
F -1.715 9.232 -3.552 -0.42 -0.14 0.12 0.0999
F -1.018 8.037 -1.876 -0.29 -0.15 -0.07 0.0878
F -4.261 8.072 -3.318 0.64 -0.02 -0.07 0.1438
H -7.118 5.256 4.913 -0.27 0.04 -0.16 0.1542
H 6.195 -4.496 -2.453 1.47 -0.87 -0.16 0.0636
F -0.902 3.866 -3.360 0.26 0.14 0.42 0.1081
H -8.988 8.631 2.291 0.22 -0.03 0.12 0.1778
C 0.007 -3.578 -3.871 2.36 0.39 0.28 -0.4807
C -3.947 7.063 -0.165 -0.76 -0.59 -0.11 -0.0472
H 0.518 -1.082 -1.005 0.19 0.03 -0.10 0.1533
H -4.665 7.873 -0.002 0.34 0.06 0.00 0.1415
H -4.495 6.153 0.100 0.31 0.05 -0.06 0.1418
H -7.999 0.463 4.259 0.10 -0.17 -0.08 0.1794
C 0.898 2.537 -2.678 0.46 0.18 -0.82 -0.0383
C 0.592 -0.148 -0.444 -0.83 -0.18 0.10 -0.2693
H 1.649 3.203 -2.243 -0.28 -0.13 0.19 0.1492
H 5.998 -5.947 3.507 0.20 1.12 -1.86 0.0880
O -7.524 6.748 3.640 -0.29 -0.12 -1.71 0.0382
O 1.195 1.157 -2.429 -0.30 -0.15 1.69 0.0217
H 6.025 -2.367 -2.114 1.72 0.56 -0.56 0.0974
F -5.173 2.108 2.219 0.18 0.09 0.22 0.1141
H -1.776 7.239 -3.529 -0.24 -0.03 0.03 0.1721
F -2.047 4.045 -0.877 0.17 -0.27 -0.46 0.0951
H 5.506 -8.373 -2.957 -0.37 1.91 -0.20 0.1110
C -1.650 -4.022 -0.563 0.29 -0.64 -0.66 -0.0905
C 8.507 -4.690 -2.135 0.11 0.04 0.18 -0.1870
H 9.122 -4.273 -3.032 -1.21 -0.71 1.58 0.1246
F -3.222 1.558 1.435 0.21 -0.07 0.44 0.1011
H 3.843 -4.714 2.548 0.98 -1.03 -1.29 0.1007
O -3.642 6.891 -1.554 0.94 1.37 -0.07 0.0319
H 5.795 -3.671 0.695 -1.93 -0.72 -0.54 0.1011
F -4.878 -0.379 5.067 -0.52 0.01 0.24 0.1342
F -0.449 2.889 0.015 0.00 -0.04 -0.15 0.0894
O 0.332 -4.234 2.640 -1.80 3.31 0.26 -0.1821
F -9.420 2.899 1.933 0.02 0.02 0.35 0.0917
H -7.449 3.118 2.034 0.06 0.09 0.17 0.1574
F 0.977 -0.438 0.827 0.43 0.21 -0.18 0.0858
H 4.294 -6.246 1.452 -0.02 1.65 0.79 0.1051
H 7.499 -7.404 -2.028 -1.32 1.32 0.03 0.1144
F -3.102 6.454 1.930 -0.07 0.47 -0.02 0.1044
C 3.157 -4.173 -2.778 -0.69 0.81 -0.09 -0.1059
H 2.118 -6.051 -3.538 1.85 0.94 0.27 0.1058
F -3.074 3.313 3.536 -0.07 -0.17 -0.33 0.0915
C 7.065 -5.226 -2.627 0.37 -0.61 -0.34 -0.2155
H 1.029 2.647 -3.760 -0.22 -0.15 0.16 0.1509
C 3.211 -5.672 -3.377 -0.64 -0.44 0.24 -0.1791
C 6.122 -2.589 -4.614 0.03 0.12 -0.86 -0.1252
F -6.605 1.853 4.526 0.40 -0.63 -0.12 0.0715
H -4.300 -0.490 1.592 -0.14 0.26 0.09 0.1443
H 5.624 -3.594 -4.345 0.87 1.45 -0.10 0.0617
C 7.011 -1.864 -2.493 -0.48 1.00 0.26 -0.2257
C -7.053 0.602 4.787 -0.66 0.61 0.27 -0.2680
C -0.054 -3.896 -0.639 3.42 0.97 2.16 -0.0303
C -8.573 7.815 1.695 -0.86 0.24 -0.30 -0.2705
H 6.261 -6.578 -0.891 0.61 -0.10 -1.97 0.1006
H 3.537 -2.638 1.478 -0.51 -0.86 -1.85 0.1388
C 3.658 -3.069 0.417 2.58 0.56 -0.90 -0.1155
H 9.514 -3.604 -0.452 -1.90 0.07 -0.77 0.1205
H 3.288 -7.737 -2.506 1.02 1.82 0.25 0.1162
C 3.933 -6.767 -2.432 -0.08 -1.28 -0.97 -0.1842
C -2.326 8.544 1.215 0.42 0.58 0.65 -0.2927
C 6.059 -5.338 2.516 -0.42 0.00 -0.50 -0.1273
H 6.447 -2.675 -5.725 -0.61 0.32 1.95 0.1152
C 2.095 -3.954 -1.593 0.40 -0.08 -0.50 -0.0372
H -2.118 -3.116 -1.115 0.70 -1.37 1.23 0.1437
N 2.378 -3.475 -0.242 -6.08 -1.81 -2.40 0.0584
C -3.369 8.065 -2.296 -1.68 -0.72 0.95 -0.4961
F -8.383 4.613 1.112 -0.05 -0.07 0.16 0.0925
F -8.438 3.409 4.442 -0.10 0.21 -0.45 0.0928
F -0.647 0.387 -0.359 0.44 -0.19 -0.18 0.1045
F 2.794 0.227 -1.214 -0.37 -0.45 0.23 0.1289
H 2.815 -3.482 -3.655 0.56 -1.06 1.64 0.0963
C 5.419 -7.220 -2.969 -0.03 0.24 1.20 -0.1777
O 1.083 -5.236 2.105 1.62 -2.95 -0.66 -0.0758
C -1.945 8.087 -2.862 0.74 0.05 -0.32 -0.2728
C -7.281 5.350 3.834 0.54 0.14 0.79 -0.0385
F -7.291 0.544 6.120 0.27 -0.35 -0.26 0.1061
F -1.269 8.490 2.068 -0.14 -0.33 0.00 0.0913
C 6.622 -6.652 -2.000 -0.28 0.13 -1.07 -0.1912
H 3.670 -5.643 -4.449 -0.60 0.06 2.07 0.1270
C -3.338 1.995 3.732 0.53 0.74 0.39 -0.2959
H 3.934 -6.475 -1.319 0.07 -0.27 -1.70 0.0908
N 0.687 -4.210 -1.874 2.57 2.16 6.45 -0.0753
C -7.299 7.257 2.338 0.93 -0.87 1.61 -0.4925
C -2.747 7.137 0.800 -0.05 -0.63 -0.60 -0.4253
C 1.021 -3.444 0.400 -1.57 -0.57 -2.89 -0.0220
F -9.618 5.051 3.645 0.17 -0.16 -0.29 0.1316
C -6.027 -0.453 4.365 1.02 -1.12 -1.10 -0.4923
S 0.410 -2.252 -4.827 -1.84 -4.53 3.04 0.7749
F -1.378 1.926 -2.503 0.09 0.14 0.23 0.1240
F -6.525 -1.692 4.599 -0.26 0.55 0.06 0.1442
H 6.724 -5.877 1.741 -0.88 0.71 1.44 0.0723
Br -2.740 -5.879 1.666 0.47 1.53 -0.69 0.7192
C -4.397 -0.091 2.607 -0.07 -0.71 -0.56 -0.0506
C -8.441 4.393 3.493 -0.37 0.77 0.53 -0.4272
H -2.385 1.490 3.917 -0.05 -0.13 -0.13 0.1747
F -1.704 6.451 0.265 0.09 0.38 0.14 0.1111
C -2.252 -4.097 0.929 0.10 5.00 1.37 -0.6841
H 4.938 -4.811 -0.480 -0.48 0.98 1.46 0.0697
N 0.026 -4.627 -3.020 -0.12 4.25 -4.00 0.0541
C 4.784 -4.221 0.494 0.32 0.15 1.28 -0.1722
H 7.916 -1.464 -0.487 0.46 -0.91 -1.73 0.1190
H -3.139 9.067 1.727 -0.12 -0.15 -0.06 0.1754
H -1.989 -4.963 -1.145 0.78 1.45 0.96 0.1217
H 1.657 -2.589 2.481 -1.20 -0.58 -1.25 0.1343
F 1.771 1.942 -0.391 0.03 -0.74 0.24 0.1449
F -3.655 9.151 -1.549 0.30 0.03 -0.59 0.1366
O -2.414 -3.004 1.552 0.56 -5.63 -2.65 -0.0257
H 7.723 -3.966 -0.158 0.91 0.90 -1.19 0.0829
H 6.547 -4.295 2.699 -1.01 -1.83 -0.13 0.0851
C -0.748 3.688 -1.031 -0.73 0.83 0.59 -0.2965
H 5.531 -6.817 -4.056 0.02 -0.88 1.93 0.1060
C -0.544 2.990 -2.374 -0.09 -0.69 -0.43 -0.4278
F -6.696 6.317 1.581 -0.12 0.54 -0.31 0.1226
H -0.143 4.597 -0.960 0.08 -0.03 -0.14 0.1744

2.
111
Properties=species:S:1:pos:R:3:forces:R:3:lowdin_charge:R:1 method="wB97M-V/def2-TZVPD" multiplicity=2 homo_ev="-20.20 / -20.19" e_tot_ha=-2628.5712 s_squared=0.758 homo_lumo_gap_ev="6.79 / 5.45" charge=+6
C 11.617 -11.216 -23.746 0.64 -0.60 1.74 0.0899
H 12.393 -14.444 -10.849 0.00 -0.39 0.08 0.1686
N 13.382 -8.936 -13.274 -0.69 -0.21 -0.06 -0.0785
H 13.261 -13.440 -30.510 0.24 0.05 0.45 0.1201
H 15.513 -17.957 -14.719 -0.92 -0.25 -0.48 0.0781
H 10.686 -18.028 -15.619 -0.40 -0.20 -0.27 0.1122
O 11.402 -12.528 -16.813 6.01 1.03 -1.33 -0.0523
N 11.753 -12.258 -21.593 0.95 0.27 -1.61 -0.0981
H 16.968 -15.965 -12.813 0.69 -0.38 -0.01 0.1317
N 6.549 -8.935 -15.240 0.90 -1.44 0.10 -0.0508
C 11.219 -7.921 -13.142 -0.35 -0.35 -1.36 0.0782
O 9.541 -12.996 -17.681 -0.75 -0.61 -1.98 0.0184
C 8.618 -10.007 -14.707 -0.65 -1.03 0.32 0.0416
H 16.200 -16.514 -15.357 -0.13 0.30 -0.40 0.0438
C 12.939 -9.848 -14.178 -0.94 1.18 0.29 0.0189
C 9.306 -8.815 -14.613 -0.86 1.35 -0.03 -0.1175
N 11.962 -16.982 -16.808 2.04 -1.94 -0.14 -0.0718
H 16.994 -18.034 -15.452 0.15 -0.12 -0.79 0.0885
C 15.394 -17.781 -17.030 2.28 -1.27 1.39 -0.1479
C 17.446 -15.001 -12.913 0.79 1.45 -0.13 0.0615
H 12.910 -7.378 -11.974 0.25 0.04 -0.02 0.1650
H 10.631 -7.130 -12.699 -0.22 -0.10 0.06 0.1485
H 12.372 -13.816 -14.935 -0.36 0.44 0.00 0.1157
C 12.391 -11.211 -26.621 0.29 -1.38 -1.64 0.1007
C 16.562 -13.900 -12.926 0.36 -0.24 -0.22 -0.1419
C 12.485 -13.296 -22.136 -1.02 1.05 0.90 0.0334
H 13.391 -14.117 -23.825 -0.27 -0.24 -0.19 0.1379
H 12.569 -10.466 -28.755 -0.47 0.40 0.32 0.1602
N 14.119 -17.210 -17.147 -2.61 0.01 -0.41 -0.1006
C 10.739 -8.768 -14.171 0.44 -0.97 0.62 -0.0691
H 14.856 -9.626 -11.920 -0.19 0.48 0.28 0.1152
C 12.937 -13.511 -26.537 -1.14 -0.95 -0.04 0.0421
O 9.801 -12.880 -15.615 -2.26 -0.71 5.12 -0.0517
H 6.541 -6.912 -15.416 0.40 0.37 -0.22 0.1595
H 18.863 -11.392 -13.184 0.52 -0.17 0.06 0.1536
H 15.279 -8.053 -12.757 -0.51 0.10 0.38 0.1271
H 15.240 -18.850 -17.180 0.45 -0.05 -0.10 0.1411
H 12.104 -12.687 -19.593 -0.08 0.07 0.04 0.0911
H 13.672 -10.567 -14.513 -0.16 -0.01 -0.15 0.1309
H 11.753 -15.068 -17.719 -0.12 -0.07 0.04 0.1217
N 10.256 -12.829 -16.715 -2.41 0.24 -1.55 -0.7059
C 12.800 -12.532 -30.121 -0.10 -0.22 -1.41 0.0462
H 21.277 -13.878 -13.758 0.02 -0.13 0.18 0.1190
C 10.833 -14.097 -12.830 -1.25 -0.53 0.16 0.0306
C 12.721 -13.345 -23.475 1.01 0.26 0.13 0.0364
N 12.850 -12.435 -28.671 -0.59 -1.98 0.91 -0.0904
C 12.352 -12.285 -24.300 -1.35 0.41 -1.10 -0.0924
H 5.085 -9.178 -16.750 0.32 0.43 -0.14 0.1183
C 8.535 -7.661 -14.863 0.33 0.30 -0.48 0.0577
H 8.937 -6.659 -14.869 0.28 0.02 0.19 0.1418
H 13.072 -18.881 -16.311 -0.32 0.12 0.19 0.1823
C 12.960 -13.571 -27.921 0.25 1.00 0.20 0.0478
C 15.061 -14.099 -12.894 0.22 1.45 -0.67 -0.1168
H 12.821 -14.050 -21.440 -0.04 0.02 -0.01 0.1444
H 21.005 -12.202 -13.377 0.04 -0.02 0.67 0.1162
C 17.087 -12.615 -13.051 1.52 -0.17 0.05 0.0511
H 11.754 -12.595 -30.420 -0.02 0.27 0.00 0.1313
H 9.894 -17.364 -17.106 0.07 0.07 0.17 0.1224
H 11.358 -10.322 -24.294 -0.31 -0.21 -0.09 0.1261
H 9.138 -10.935 -14.521 -0.08 -0.22 -0.07 0.1015
H 16.019 -17.409 -17.841 0.18 -0.04 0.26 0.1412
O 7.613 -15.189 -13.597 -0.07 2.13 -4.16 0.1593
N 19.337 -13.463 -13.070 -1.34 -0.80 -0.32 -0.0684
C 11.325 -11.243 -22.345 0.57 -0.38 -2.62 0.0435
O 6.991 -13.463 -14.935 1.58 -3.53 0.99 0.1426
H 16.461 -11.735 -13.076 -0.06 -0.05 0.01 0.1061
C 7.213 -7.740 -15.249 -1.09 -1.33 0.85 0.0422
H 12.196 -10.243 -26.183 -0.06 0.07 -0.32 0.1152
C 12.529 -8.027 -12.749 0.47 -0.05 0.12 0.0328
H 14.502 -15.447 -18.302 -0.23 0.20 0.27 0.1353
C 18.499 -12.406 -13.106 -1.97 -1.39 0.04 0.0472
H 4.551 -8.142 -15.409 0.22 -0.13 0.19 0.1190
C 18.842 -14.770 -13.011 -1.50 1.36 0.76 0.0824
H 13.034 -14.481 -28.498 0.30 -0.14 0.25 0.1586
H 15.342 -9.556 -13.577 -0.18 0.03 -0.20 0.0837
H 13.001 -14.494 -26.095 0.18 0.02 0.37 0.1278
H 11.178 -11.208 -19.860 -0.35 -0.33 -0.18 0.1156
C 12.534 -12.372 -25.803 0.86 1.78 -1.74 -0.0932
C 7.236 -10.092 -14.950 0.90 1.95 -0.53 0.0749
C 11.624 -9.779 -14.632 0.68 0.38 0.19 0.0581
H 21.072 -13.510 -12.014 0.64 0.59 -0.12 0.1298
H 13.289 -11.680 -30.592 -0.11 0.02 0.18 0.1257
C 11.335 -12.227 -20.212 0.17 -1.39 0.74 0.0042
N 12.315 -14.069 -12.860 -0.74 -0.54 -0.76 -0.0459
C 12.404 -15.892 -17.469 1.53 1.30 -0.78 -0.0285
C 14.340 -13.776 -14.065 -0.35 -1.03 0.75 0.0411
H 10.321 -16.347 -15.657 -0.05 0.20 -0.44 0.0785
H 14.820 -13.628 -15.021 0.10 0.15 0.02 0.1337
H 10.378 -13.153 -12.530 0.49 0.22 -0.21 0.1181
O 7.899 -15.222 -15.795 -0.58 0.90 2.39 0.1887
C 12.538 -11.311 -28.084 0.53 1.56 3.23 0.0544
C 20.808 -13.216 -13.030 -0.33 -0.82 -0.41 0.0678
C 13.037 -17.874 -16.698 -0.99 3.06 -0.18 0.0719
H 6.748 -11.056 -14.971 -0.32 0.18 -0.02 0.1286
H 4.640 -9.946 -15.325 0.28 0.22 0.71 0.1140
H 19.536 -15.588 -12.886 0.35 0.15 -0.28 0.1582
C 14.346 -14.362 -11.728 1.41 -0.85 -0.16 0.0630
C 5.123 -9.032 -15.670 -0.22 -0.24 -0.59 0.0523
H 10.480 -12.902 -20.246 -0.40 0.53 0.98 0.1196
H 10.430 -14.830 -12.131 0.66 -0.09 0.34 0.1162
H 14.869 -14.677 -10.838 -0.03 0.26 0.24 0.1538
H 11.369 -10.505 -15.390 -0.38 -0.10 -0.08 0.1043
H 10.383 -14.419 -13.769 0.58 0.45 -0.29 0.0702
C 12.957 -13.868 -14.028 0.45 0.08 0.01 0.0141
H 10.700 -10.497 -21.878 0.15 0.08 0.04 0.1536
C 10.603 -17.181 -16.300 0.27 -0.61 0.62 0.0388
N 7.510 -14.609 -14.761 -1.01 0.56 0.72 -0.4716
C 13.777 -15.994 -17.719 -1.77 -1.19 1.13 0.0330
C 12.988 -14.366 -11.747 -0.70 0.89 0.52 0.0252
C 14.772 -9.016 -12.820 0.94 -0.53 -0.34 0.0226
C 16.022 -17.562 -15.598 0.46 0.21 -0.13 -0.0417